The following is a quantum chemistry calculation of C2H8LiO6S as an isolated structure at a distorted geometry, from the OMol25 dataset.

Atoms and positions in Å:
Li (0.2915, 0.0692, -0.2441)
S (-2.6915, -0.2628, -1.4121)
O (-1.4395, -0.1938, -0.7751)
O (-2.7835, 0.6552, -2.5861)
O (-2.9815, -1.5548, -1.9231)
O (-3.7535, 0.0312, -0.5351)
C (2.0655, -2.2428, -0.2871)
O (2.1295, -0.9028, -0.7061)
H (1.8535, -2.2958, 0.7399)
H (3.0735, -2.6168, -0.5821)
H (1.1875, -2.8138, -0.6771)
H (2.6095, -0.9138, -1.3321)
C (-0.2595, 2.2542, 1.7639)
O (0.8655, 1.5512, 1.3129)
H (-0.5985, 2.9242, 0.8729)
H (-0.1485, 2.8402, 2.8029)
H (-1.0735, 1.6132, 1.9999)
H (1.6535, 1.8592, 1.5669)

lowest unoccupied orbital energy = 1.8 eV
total charge = -1
E = -25527.8493 eV
2S+1 = 1

***

The following is a quantum chemistry calculation of C2H8MnO10S2 as an isolated structure at a distorted geometry, from the OMol25 dataset.

Atoms and positions in Å:
Mn (0.1881, 0.4965, 0.0518)
S (-0.1409, 2.9668, -0.9735)
O (0.0167, 3.5467, -2.3169)
O (-0.6294, 3.9530, -0.0130)
O (-1.0675, 1.7569, -1.0380)
O (1.1433, 2.3223, -0.4947)
S (0.1086, -0.0584, 2.7757)
O (-0.7559, 0.8681, 1.9680)
O (-0.6612, -1.2299, 3.2261)
O (1.1363, -0.4541, 1.7111)
O (0.7696, 0.5944, 3.8993)
C (2.2914, -1.4995, -1.1336)
O (1.4707, -0.4280, -1.5627)
H (3.3411, -1.3546, -1.4199)
H (2.2382, -1.5262, -0.0450)
H (1.9584, -2.4662, -1.5384)
H (1.4597, -0.3480, -2.5184)
C (-2.4277, -1.0537, 0.1339)
O (-1.1499, -1.0745, -0.5351)
H (-2.7667, -2.0763, 0.3281)
H (-2.2782, -0.5522, 1.0871)
H (-3.1523, -0.5348, -0.4968)
H (-1.0924, -1.8483, -1.0951)

lowest unoccupied orbital energy (alpha / beta) = 4.8 / 4.8 eV
total charge = -2
E = -75672.6927 eV
2S+1 = 6

***

The following is a quantum chemistry calculation of a 2-piece molecular cluster, C2H8N overall at a distorted geometry, from the OMol25 dataset.

Atoms and positions in Å:
C (-0.2226, 1.1651, 0.0774)
C (0.5804, -0.0603, 0.4722)
N (0.2666, -1.1326, -0.4992)
H (0.1877, 1.7027, -0.7806)
H (-0.2571, 1.8562, 0.9304)
H (-1.2466, 0.8842, -0.1594)
H (0.1733, -0.3952, 1.4314)
H (1.6378, 0.1762, 0.6246)
H (0.5006, -2.0333, -0.1007)
H (-2.3441, -1.1441, -0.6028)
H (0.7239, -1.0189, -1.3934)

lowest unoccupied orbital energy (alpha / beta) = 1.3 / 0.3 eV
total charge = 0
E = -3690.8322 eV
2S+1 = 2

***

The following is a quantum chemistry calculation of an isolated ion of composition C2H8N and charge +1, from the OMol25 dataset.

Atoms and positions in Å:
C (-0.5269, 0.5131, 1.0443)
N (0.0287, 0.4633, -0.3501)
C (0.4980, -0.9024, -0.7491)
H (0.2875, 0.6616, 1.7447)
H (-1.1827, 1.3736, 1.1347)
H (-1.1209, -0.3862, 1.2063)
H (0.8109, 1.1085, -0.4490)
H (-0.6747, 0.7720, -1.0206)
H (1.4215, -1.1230, -0.2024)
H (0.7593, -0.8785, -1.8034)
H (-0.3008, -1.6019, -0.5554)

lowest unoccupied orbital energy = -3.8 eV
total charge = +1
E = -3686.9318 eV
2S+1 = 1

***

The following is a quantum chemistry calculation of a 2-piece molecular cluster, C2H8N overall, from the OMol25 dataset.

Atoms and positions in Å:
N (-0.9780, 0.3294, -1.6318)
H (-1.1510, -0.4143, -2.3123)
H (-1.8413, 0.8468, -1.4365)
H (-0.5888, -0.0345, -0.7356)
H (-0.2823, 0.9874, -1.9859)
C (0.6295, 0.3851, 1.3692)
C (0.7164, -0.8370, 0.8475)
H (1.2770, 1.2185, 1.1182)
H (-0.1968, 0.6302, 2.0356)
H (1.6133, -1.2697, 0.4175)
H (-0.1017, -1.5364, 0.9880)

lowest unoccupied orbital energy = -4.1 eV
total charge = +1
E = -3686.0735 eV
2S+1 = 1

***

The following is a quantum chemistry calculation of a 2-piece molecular cluster, C2H8N2 overall at a distorted geometry, from the OMol25 dataset.

Atoms and positions in Å:
C (2.3393, -0.2780, 1.9043)
N (1.4775, 0.1543, 1.0966)
C (1.0413, 1.5232, 1.2437)
H (2.5030, 0.2092, 2.9048)
H (2.8872, -1.1634, 1.6009)
H (0.2316, 1.7124, 0.4379)
H (1.8782, 2.2257, 1.2914)
H (0.5338, 1.7423, 2.1884)
N (-3.8629, -1.2209, -3.5044)
H (-2.9881, -1.4451, -3.9863)
H (-3.9720, -1.6351, -2.5838)
H (-4.6596, -1.6510, -3.8866)

lowest unoccupied orbital energy = 1.1 eV
total charge = 0
E = -5182.3757 eV
2S+1 = 1

***

The following is a quantum chemistry calculation of the molecule C2H8N2 at a distorted geometry, from the OMol25 dataset.

Atoms and positions in Å:
N (-2.0112, -0.1600, -0.0825)
C (-0.5612, -0.5275, 0.0065)
C (0.5781, 0.4927, 0.0167)
N (1.7276, -0.3602, -0.2267)
H (-2.1539, 0.6672, 0.5990)
H (-2.1981, 0.3111, -1.0773)
H (-0.3245, -1.0511, -0.8421)
H (-0.2616, -1.1055, 0.9235)
H (0.6456, 0.9457, 1.0328)
H (0.2590, 1.3068, -0.6606)
H (2.6873, 0.1437, -0.4470)
H (1.6129, -0.6630, 0.7577)

lowest unoccupied orbital energy = 1.1 eV
total charge = 0
E = -5182.1199 eV
2S+1 = 1

***

The following is a quantum chemistry calculation of a 2-piece molecular cluster, C2H8N2 overall, from the OMol25 dataset.

Atoms and positions in Å:
C (-0.3393, -0.7888, -0.0315)
N (-0.7950, 0.3599, -0.2270)
C (-2.1652, 0.6363, 0.0719)
H (0.6899, -0.9915, -0.2815)
H (-0.9168, -1.6233, 0.3858)
H (-2.6731, 0.8738, -0.8646)
H (-2.6813, -0.1980, 0.5633)
H (-2.2115, 1.5234, 0.7054)
N (2.8802, 0.4721, -0.0058)
H (1.9976, 0.8395, 0.3321)
H (2.7058, 0.0511, -0.9077)
H (3.2017, -0.2426, 0.6364)

lowest unoccupied orbital energy = 1.1 eV
total charge = 0
E = -5183.0515 eV
2S+1 = 1

***

The following is a quantum chemistry calculation of a 2-piece molecular cluster, C2H8N2O overall at a distorted geometry, from the OMol25 dataset.

Atoms and positions in Å:
C (-0.8492, 1.5320, 0.3133)
N (0.4653, 1.8204, 0.3159)
H (-1.3212, 1.4478, 1.2867)
H (-1.4729, 1.7664, -0.5489)
H (0.6916, 2.8218, 0.1943)
N (0.0631, -1.5801, 0.9112)
C (-0.1422, -1.4414, -0.5232)
O (0.5116, -0.3393, -1.0528)
H (1.0349, -1.9209, 1.1043)
H (0.0104, -0.6198, 1.2662)
H (0.1404, -2.3675, -1.0851)
H (-1.2445, -1.3075, -0.6675)
H (0.3174, 0.6692, -0.4580)

lowest unoccupied orbital energy = -1.8 eV
total charge = 0
E = -7226.3993 eV
2S+1 = 1

***

The following is a quantum chemistry calculation of C2H8N2O as an isolated structure at a distorted geometry, from the OMol25 dataset.

Atoms and positions in Å:
C (-2.9917, -1.0671, -0.4161)
N (3.4172, -0.7294, 0.9039)
C (3.7535, 0.2949, 0.1038)
N (2.9307, 1.0956, -0.5765)
H (-4.0494, -1.4403, -0.5548)
H (-2.7147, -0.7460, -1.4356)
H (-3.0567, 0.1316, 0.1129)
H (-2.3623, -1.8763, 0.0840)
H (2.4099, -0.8137, 0.8910)
H (4.8824, 0.3523, -0.1018)
H (-2.4000, 1.6547, 0.9293)
H (3.3262, 2.0893, -0.7965)
O (-3.1451, 1.0543, 0.8565)

lowest unoccupied orbital energy = -5.1 eV
total charge = 0
E = -7222.4132 eV
2S+1 = 1

***

These records have relative energy (zero: lowest compared OMol25 entry of this formula, charge and spin) values of 109.8, 0.0, 51.3, 22.5, 105.3, 131.4, 156.1, 66.2, 572.0, 956.6 kJ/mol, in the order they appear.